[1]
Here is the molecule C3H3OP at a distorted geometry from the Open Molecules 2025 dataset. Energies are from wB97M-V/def2-TZVPD.

Computed properties:
E: -532.53765 Eh
LUMO energy (spin up / spin down): -1.174 / -2.296 eV

Atoms and positions in Å:
1 C -0.4299 0.5556 0.1008
2 C 0.6348 -0.4412 -0.0328
3 C 1.9384 -0.3776 0.2059
4 O -2.6135 -0.8481 -0.5922
5 P -2.2496 0.5244 -0.1914
6 H -0.1453 1.5493 0.4193
7 H 0.2740 -1.4325 -0.2731
8 H 2.5911 0.4702 0.3634

Atomic partial charges in e from the Löwdin method, atoms 1 to 2: number 1, C, carries -0.290; number 2, C, carries -0.289

[2]
Here is a cluster of 10 separate species, C40H71N5O10S5 in total at a distorted geometry from the Open Molecules 2025 dataset. Energies are from wB97M-V/def2-TZVPD.

Computed properties:
SMILES: O=S1(=O)CCCC1.O=S1(=O)CCCC1.O=S1(=O)CCCC1.O=S1(=O)CCCC1.O=S1(=O)CCCC1.c1cc[nH]c1.c1cc[nH]c1.CCCC#N.CCCC#N.CCCC#N
E: -4583.78148 Eh
LUMO energy: 0.267 eV

Atoms and positions in Å:
1 C 2.8525 -5.9982 -3.8492
2 C 1.8071 -5.0770 -4.4577
3 C 1.6526 -3.7495 -3.6849
4 C 1.2634 -3.9654 -2.2946
5 N 0.9364 -4.1496 -1.2125
6 H 3.8420 -5.5347 -3.9079
7 H 2.9547 -6.9890 -4.2881
8 H 2.6553 -6.1478 -2.7850
9 H 0.8254 -5.5618 -4.4298
10 H 1.9820 -4.8833 -5.5153
11 H 0.9077 -3.1250 -4.1787
12 H 2.5946 -3.2049 -3.7691
13 C 0.3113 1.1360 0.8159
14 C 0.1568 -0.2686 0.2352
15 C 0.2009 -0.2221 -1.2919
16 C 1.3349 0.4811 -1.8746
17 N 2.2053 1.0533 -2.3612
18 H 0.1987 1.0970 1.8995
19 H -0.3595 1.8444 0.3289
20 H 1.3182 1.5155 0.6218
21 H -0.8404 -0.6297 0.4969
22 H 0.8625 -0.9970 0.6360
23 H -0.6816 0.2960 -1.6679
24 H 0.2618 -1.2344 -1.6901
25 C -0.8347 -2.0223 6.5643
26 C -0.0191 -2.8273 5.5661
27 C -0.8755 -3.4242 4.4445
28 C -1.5038 -2.4204 3.5985
29 N -1.9861 -1.6117 2.9430
30 H -1.3795 -1.2024 6.0978
31 H -0.1721 -1.6376 7.3427
32 H -1.5478 -2.6470 7.1095
33 H 0.5587 -3.6143 6.0497
34 H 0.7285 -2.1919 5.0847
35 H -1.6642 -4.0598 4.8588
36 H -0.3011 -4.0827 3.7855
37 C -3.8556 -3.8647 -4.4190
38 C -3.8692 -2.6194 -5.3143
39 C -3.6123 -1.4271 -4.3860
40 S -2.2859 -2.0844 -3.3153
41 O -2.7030 -1.9047 -1.9345
42 O -0.9567 -1.6911 -3.7465
43 C -2.5155 -3.8312 -3.7043
44 H -4.0224 -4.7125 -5.0845
45 H -4.6608 -3.8397 -3.6841
46 H -4.7914 -2.5688 -5.8932
47 H -3.0781 -2.6842 -6.0659
48 H -4.4364 -1.2176 -3.7083
49 H -3.1618 -0.5344 -4.8157
50 H -2.4211 -4.3475 -2.7505
51 H -1.6697 -4.1457 -4.3172
52 C -5.0916 0.2023 1.2517
53 C -3.7902 -0.0549 0.4660
54 C -3.4739 1.0869 -0.4886
55 S -5.0706 1.6336 -1.0939
56 O -5.5716 0.6400 -2.0213
57 O -5.0430 3.0446 -1.4256
58 C -5.8196 1.3645 0.5785
59 H -4.8633 0.3094 2.3122
60 H -5.7408 -0.6773 1.2602
61 H -3.8952 -0.9374 -0.1662
62 H -2.9814 -0.1998 1.1752
63 H -2.8375 0.9379 -1.3568
64 H -3.0533 1.8696 0.1486
65 H -6.9051 1.3684 0.5319
66 H -5.5145 2.2622 1.1253
67 C -1.5973 4.5301 -5.2363
68 C -0.1205 4.7193 -4.8929
69 C 0.3320 3.4733 -4.1512
70 S -1.1856 2.7562 -3.3465
71 O -1.0900 2.8728 -1.9117
72 O -1.5940 1.5210 -3.9844
73 C -2.2632 4.0657 -3.9497
74 H -1.7187 3.7473 -5.9958
75 H -2.1315 5.3759 -5.6696
76 H -0.0115 5.6301 -4.2965
77 H 0.4433 4.9758 -5.7915
78 H 0.9969 3.7316 -3.3276
79 H 0.8414 2.7137 -4.7386
80 H -2.0694 4.8812 -3.2464
81 H -3.2897 3.7140 -3.9353
82 C 5.0951 3.0977 -2.0917
83 C 6.1191 1.9449 -2.0427
84 C 5.6423 0.9992 -0.9190
85 S 4.9663 2.0946 0.3361
86 O 5.9613 2.3175 1.3702
87 O 3.6455 1.6092 0.6889
88 C 4.8641 3.6062 -0.6793
89 H 4.1589 2.7273 -2.5099
90 H 5.4676 3.9148 -2.7114
91 H 7.1046 2.3524 -1.8200
92 H 6.1056 1.3501 -2.9528
93 H 6.3874 0.3243 -0.5038
94 H 4.8574 0.3537 -1.3133
95 H 5.6697 4.2174 -0.2749
96 H 3.9066 4.0900 -0.5094
97 C 1.0732 1.2328 4.8563
98 C 2.0453 0.3835 4.0166
99 C 3.1407 -0.1354 4.9415
100 S 3.2544 1.0738 6.3094
101 O 4.5141 1.7707 6.2532
102 O 2.8432 0.4159 7.5320
103 C 1.9087 2.1276 5.7408
104 H 0.4827 0.5057 5.4249
105 H 0.3612 1.7970 4.2550
106 H 2.4215 1.0681 3.2530
107 H 1.5272 -0.4710 3.5830
108 H 4.1393 -0.0669 4.5104
109 H 2.9773 -1.1222 5.3645
110 H 2.3425 3.0166 5.2827
111 H 1.4849 2.4776 6.6848
112 N 1.7864 -4.1005 1.6319
113 C 1.7519 -5.2877 2.3072
114 C 2.2331 -5.0875 3.5814
115 C 2.5779 -3.7230 3.6532
116 C 2.3193 -3.1348 2.4494
117 H 1.5185 -3.9384 0.6672
118 H 1.3791 -6.2038 1.8790
119 H 2.3633 -5.7979 4.3797
120 H 3.0716 -3.2409 4.4850
121 H 2.5052 -2.1350 2.0948
122 N -3.0450 5.6531 2.7378
123 C -1.9290 4.9955 3.1453
124 C -1.3875 4.2754 2.0999
125 C -2.3249 4.4316 1.0426
126 C -3.3353 5.2627 1.4481
127 H -3.5831 6.3649 3.1930
128 H -1.5440 5.0952 4.1489
129 H -0.4639 3.7270 2.1442
130 H -2.2400 4.1501 0.0021
131 H -4.2187 5.5924 0.9296

Atomic partial charges in e from the Löwdin method, atoms 1 to 2: number 1, C, carries -0.107; number 2, C, carries -0.254

[3]
Here is a cluster of 2 separate species, C14H28N3O3S in total at a distorted geometry from the Open Molecules 2025 dataset. Energies are from wB97M-V/def2-TZVPD.

Computed properties:
total charge: +1
E: -1338.02458 Eh
LUMO energy: -3.354 eV

Atoms and positions in Å:
1 C 0.3276 -0.8490 1.3078
2 C 1.0969 -0.1314 0.0096
3 C -0.0185 0.6721 -0.9425
4 C 0.5740 1.0371 -2.4256
5 C -0.6056 1.9442 -0.0928
6 C -0.5236 3.4631 -0.7041
7 N -1.5959 4.1818 0.1418
8 C -2.5814 3.0640 0.5337
9 N -3.6962 3.1627 1.3742
10 C -4.5705 1.9445 1.6542
11 C -3.9309 0.8836 2.7286
12 C -4.6242 -0.6118 2.4697
13 S -4.1919 -1.3632 0.8075
14 N -2.1361 1.7645 -0.1482
15 H -0.4729 -0.1565 1.8074
16 H -0.2355 -1.8029 0.8683
17 H 1.0903 -1.1451 2.1705
18 H 1.9154 0.6413 0.3644
19 H 1.6152 -1.0126 -0.6047
20 H -0.9062 -0.1148 -1.0783
21 H -0.1914 1.6739 -3.0405
22 H 1.6211 1.5772 -2.3924
23 H 0.7118 0.0190 -3.0317
24 H -0.1652 2.0361 0.9878
25 H -0.6396 3.4985 -1.8679
26 H 0.4285 4.1004 -0.4611
27 H -2.1131 4.9136 -0.4283
28 H -3.8917 4.1224 1.7558
29 H -5.5960 2.3196 2.0849
30 H -4.7871 1.4574 0.5901
31 H -4.1352 1.1950 3.8624
32 H -2.7750 0.7152 2.6332
33 H -5.7832 -0.4553 2.5554
34 H -4.1790 -1.3309 3.2976
35 H -5.4401 -1.8331 0.2933
36 H -2.2134 0.9523 0.5301
37 C 5.7327 -3.0021 0.0478
38 C 4.6252 -3.3498 -0.9324
39 C 5.1049 -3.7536 -2.2954
40 O 4.0297 -3.3691 -3.1335
41 C 3.4081 -2.3238 -2.5070
42 O 2.5868 -1.5950 -3.0330
43 O 3.8348 -2.2042 -1.2154
44 H 5.7627 -1.9291 0.2659
45 H 5.5634 -3.5204 0.9986
46 H 6.7181 -3.3172 -0.3097
47 H 3.9658 -4.1143 -0.5033
48 H 5.2812 -4.8315 -2.3693
49 H 6.0048 -3.2227 -2.6236

Atomic partial charges in e from the Löwdin method, atoms 1 to 2: number 1, C, carries -0.128; number 2, C, carries -0.195

[4]
Here is a cluster of 2 separate species, C12H10F2 in total at a distorted geometry from the Open Molecules 2025 dataset. Energies are from wB97M-V/def2-TZVPD.

Computed properties:
spin multiplicity: 2
total charge: +1
E: -662.62857 Eh
LUMO energy (spin up / spin down): -4.766 / -8.934 eV

Atoms and positions in Å:
1 F -19.1272 0.4627 24.5906
2 C -19.5375 1.6809 25.1679
3 C -18.5899 2.7217 25.3992
4 C -18.9266 3.9790 25.8703
5 C -20.2611 4.1234 26.2932
6 C -21.2361 3.1446 26.0529
7 C -20.9108 1.9071 25.4642
8 H -17.5213 2.6014 25.2992
9 H -18.1446 4.7219 25.9258
10 H -20.5797 5.1088 26.5995
11 H -22.2331 3.3239 26.4274
12 H -21.6948 1.2120 25.2025
13 F -24.7753 3.4464 25.7730
14 C -25.1449 4.2725 24.7647
15 C -24.1691 4.5523 23.8089
16 C -24.3755 5.5974 22.8715
17 C -25.5937 6.2408 22.8745
18 C -26.6839 5.8039 23.7050
19 C -26.3362 4.9508 24.7925
20 H -23.2448 3.9941 23.8298
21 H -23.6206 5.8530 22.1426
22 H -25.7520 7.0371 22.1623
23 H -27.6296 6.3172 23.7983
24 H -27.0671 4.6853 25.5420

Atomic partial charges in e from the Löwdin method, atoms 1 to 2: number 1, F, carries 0.117; number 2, C, carries -0.067

[5]
Here is a structure of composition C15H40Li3O19PS5 at a distorted geometry from the Open Molecules 2025 dataset. Energies are from wB97M-V/def2-TZVPD.

Computed properties:
spin multiplicity: 2
total charge: +1
E: -4379.86452 Eh
LUMO energy (spin up / spin down): -3.258 / -7.994 eV

Atoms and positions in Å:
1 Li -2.9877 -22.2252 5.6595
2 Li -0.5303 -19.1713 5.5205
3 Li 0.8869 -21.0355 7.7622
4 P -1.4032 -21.0412 6.8666
5 O -1.5995 -20.8883 5.3016
6 O -0.8535 -19.6608 7.3645
7 O -0.3586 -22.1527 7.1390
8 O -2.7656 -21.4069 7.3029
9 O -1.6921 -21.6436 12.3115
10 S -2.8517 -21.8920 11.4403
11 O -3.1299 -23.2304 10.8754
12 O -4.2058 -21.5632 12.3439
13 C -4.8071 -22.6340 13.0361
14 C -5.7720 -21.9924 14.1455
15 C -2.9589 -20.5302 10.2066
16 H -4.0221 -23.2883 13.4152
17 H -5.4968 -23.1552 12.3722
18 H -5.3263 -21.1538 14.6806
19 H -6.1318 -22.7771 14.8111
20 H -6.6138 -21.4961 13.6626
21 H -2.0693 -20.5624 9.5775
22 H -3.1454 -19.5435 10.6306
23 H -3.7409 -20.9344 9.5639
24 O -3.4902 -17.3542 2.3927
25 S -2.8928 -17.4882 3.7139
26 O -1.4497 -17.7851 3.6810
27 O -3.1944 -16.1979 4.7256
28 C -4.2333 -15.3613 4.4828
29 C -3.9679 -14.1085 5.3059
30 C -3.8385 -18.7837 4.5940
31 H -5.2283 -15.7191 4.7474
32 H -4.2211 -15.0248 3.4461
33 H -3.9474 -14.3168 6.3756
34 H -4.7227 -13.3315 5.1850
35 H -3.0022 -13.7211 4.9811
36 H -4.9006 -18.5468 4.6581
37 H -3.3931 -18.9586 5.5733
38 H -3.6319 -19.7324 4.0988
39 O -5.6136 -17.3193 7.0423
40 S -4.6971 -16.8920 8.0905
41 O -4.6855 -15.5060 8.5679
42 O -4.9440 -17.8849 9.4101
43 C -5.9149 -17.5446 10.2918
44 C -5.5579 -18.1857 11.5696
45 C -2.9380 -17.3779 7.8646
46 H -6.8492 -17.9577 9.9117
47 H -5.9863 -16.4612 10.3888
48 H -5.8355 -19.2392 11.6047
49 H -6.1396 -17.8318 12.4207
50 H -4.4833 -18.3028 11.7102
51 H -2.3780 -17.2723 8.7937
52 H -2.4328 -16.7273 7.1507
53 H -2.9183 -18.4565 7.7082
54 O 2.7397 -22.1438 4.0740
55 S 1.5086 -21.5400 3.5772
56 O 1.1329 -20.2354 4.1685
57 O 1.7388 -21.4673 1.8688
58 C 1.2557 -20.3461 1.1653
59 C -0.2765 -20.2624 1.0722
60 C 0.1142 -22.8358 3.7601
61 H 1.7005 -20.5704 0.1958
62 H 1.5803 -19.3719 1.5311
63 H -0.6042 -20.9204 0.2673
64 H -0.5810 -19.2300 0.9004
65 H -0.6088 -20.7004 2.0134
66 H 0.2838 -23.5558 2.9596
67 H -0.8614 -22.3845 3.5790
68 H 0.3129 -23.2532 4.7472
69 O -2.3945 -26.6778 6.4315
70 S -2.9191 -25.3059 6.6904
71 O -3.0791 -24.2453 5.7136
72 O -4.4115 -25.5102 7.3779
73 C -5.1421 -24.3030 7.6115
74 C -6.3079 -24.5804 8.6472
75 C -2.0648 -24.5882 8.1874
76 H -5.5729 -23.7822 6.7564
77 H -4.5037 -23.5464 8.0678
78 H -6.9249 -23.6819 8.6483
79 H -6.1922 -24.9098 9.6798
80 H -7.0206 -25.2388 8.1506
81 H -1.0186 -24.4869 7.8987
82 H -2.3590 -25.2577 8.9957
83 H -2.3199 -23.5974 8.5632

Atomic partial charges in e from the Löwdin method, atoms 1 to 2: number 1, Li, carries 0.672; number 2, Li, carries 0.682

Q: What is the formula in the second record?
A: C40H71N5O10S5

Q: Which of these has the highest E?
A: C3H3OP

Q: Which value of E does entry 4 give?
A: -662.62857 Eh

Q: Look up the E of the third one.
A: -1338.02458 Eh